ORCA calculation (wB97M-V/def2-TZVPD) on a molecular structure, C41H67N3O2P2Si6Sn.

net charge: -2
multiplicity: 1
HOMO-LUMO gap: 5.47 eV
energy above the lowest of the compared OMol25 structures with the same formula, charge and spin: 82.2 kJ/mol

The geometry in XYZ format:
```
122
Properties=species:S:1:pos:R:3:forces:R:3
Sn -0.952 0.685 -0.579 0.8 0.0 -0.4
C -1.680 0.110 2.708 0.2 0.1 -0.2
Si -0.002 -0.714 2.447 -0.8 -0.7 0.3
C 0.691 -0.771 4.239 0.3 0.2 -0.2
C -0.295 -2.521 1.980 0.1 0.4 0.1
N 0.803 0.052 1.114 -0.2 0.5 0.3
P 2.395 0.309 1.077 0.3 -0.3 -0.9
C 3.062 0.841 -0.450 0.0 0.3 0.4
P 2.515 1.917 -1.840 -0.3 0.0 1.0
N 0.841 1.904 -1.869 -0.3 0.0 -0.1
Si 0.089 2.917 -3.034 -0.3 0.1 -0.3
C -1.185 1.926 -4.038 0.1 0.1 0.2
C 1.300 3.670 -4.298 0.0 -0.1 0.2
C -0.872 4.338 -2.224 0.1 -0.2 -0.1
C 4.534 0.765 -0.536 0.2 -0.3 -0.1
C 5.401 1.004 0.543 -0.1 0.1 -0.1
C 6.777 0.858 0.445 0.1 -0.1 -0.1
C 7.363 0.475 -0.750 0.0 0.1 0.1
C 6.537 0.275 -1.852 0.0 0.0 -0.1
C 5.167 0.420 -1.754 0.0 -0.1 0.1
C 2.870 3.590 -1.072 0.2 0.0 -0.2
C 2.217 4.026 0.076 0.0 0.0 0.0
C 2.500 5.265 0.627 -0.1 0.0 0.1
C 3.435 6.097 0.020 0.1 0.1 -0.1
C 4.085 5.680 -1.133 0.0 0.1 0.1
C 3.805 4.429 -1.670 0.0 -0.1 0.1
C 2.764 1.212 2.662 0.1 0.3 -0.2
C 3.857 0.986 3.498 -0.1 -0.1 -0.1
C 4.021 1.716 4.665 0.0 0.0 0.1
C 3.117 2.712 5.003 0.0 0.0 0.0
C 2.043 2.971 4.163 0.0 0.1 0.1
C 1.873 2.228 3.007 -0.1 -0.2 0.0
C 3.182 -1.347 1.326 -0.1 0.0 0.1
C 3.531 -2.097 0.204 0.1 0.0 0.0
C 3.954 -3.411 0.328 0.0 0.0 0.0
C 4.000 -4.016 1.576 0.0 0.0 0.0
C 3.610 -3.297 2.695 0.0 0.0 0.0
C 3.209 -1.975 2.570 0.1 0.1 0.0
H -2.202 -0.346 3.553 0.1 0.0 0.0
H -2.323 0.004 1.830 -0.1 0.0 0.1
H -1.573 1.178 2.910 0.0 0.1 0.0
H -0.110 -0.520 4.938 -0.1 0.0 -0.1
H 1.505 -0.070 4.422 0.0 0.0 0.1
H 1.046 -1.773 4.490 0.0 0.0 0.0
H -0.869 -3.049 2.745 0.0 0.0 0.0
H 0.651 -3.051 1.840 0.0 0.0 0.0
H -0.858 -2.570 1.047 0.0 0.1 0.1
H -0.738 1.041 -4.498 0.0 0.0 0.0
H -1.635 2.528 -4.833 0.0 0.1 0.0
H -1.997 1.586 -3.385 0.0 0.0 -0.1
H 2.047 2.921 -4.571 0.0 0.0 -0.1
H 1.830 4.519 -3.863 0.0 0.0 0.0
H 0.806 4.008 -5.214 -0.1 0.0 0.1
H -1.508 3.931 -1.435 0.0 0.1 0.0
H -1.518 4.864 -2.933 0.0 0.0 -0.1
H -0.197 5.068 -1.769 0.0 0.0 0.0
H 4.991 1.389 1.461 0.0 0.0 0.1
H 7.400 1.071 1.308 0.0 0.0 0.0
H 8.438 0.360 -0.831 0.0 0.0 0.0
H 6.975 0.001 -2.807 0.0 0.0 0.0
H 4.550 0.267 -2.628 0.0 -0.1 0.0
H 1.478 3.369 0.522 0.0 0.1 0.0
H 1.997 5.593 1.530 0.0 0.0 0.0
H 3.650 7.073 0.441 0.0 0.0 0.0
H 4.807 6.334 -1.611 0.0 0.0 0.0
H 4.313 4.087 -2.567 0.0 0.0 0.0
H 4.572 0.210 3.253 0.0 0.0 0.0
H 4.858 1.500 5.320 0.0 0.0 0.0
H 3.248 3.280 5.917 0.0 0.0 0.0
H 1.329 3.743 4.423 0.0 0.0 -0.1
H 1.003 2.386 2.380 0.0 0.1 0.0
H 3.477 -1.636 -0.774 0.0 0.0 0.0
H 4.244 -3.965 -0.557 0.0 0.0 0.0
H 4.329 -5.043 1.678 0.0 0.0 0.0
H 3.605 -3.769 3.671 0.0 0.0 0.0
H 2.899 -1.435 3.454 0.1 0.0 0.0
O 0.795 -1.099 -1.926 0.1 -0.3 -0.1
H 1.150 -0.254 -2.256 -0.2 0.0 0.1
H 1.241 -1.203 -1.072 0.0 0.0 -0.1
O -3.352 4.120 1.280 0.0 -0.1 0.0
C -2.875 3.168 0.742 0.1 0.0 0.0
N -2.408 2.218 0.195 -0.1 0.3 0.3
C -6.200 -3.378 0.935 0.3 0.0 -0.4
Si -4.771 -2.106 1.127 -0.4 0.0 0.6
C -3.921 -2.719 2.725 0.2 0.1 -0.2
C -5.669 -0.507 1.657 0.2 0.0 -0.2
Si -3.174 -1.596 -0.544 -0.7 -0.8 -0.2
Si -2.646 -3.770 -1.370 0.3 -0.5 -0.3
C -1.752 -3.642 -3.050 -0.1 0.3 0.1
C -1.379 -4.685 -0.269 -0.1 0.2 0.0
C -3.958 -5.139 -1.687 -0.2 0.4 0.2
Si -4.677 -0.842 -2.232 -0.4 0.3 -0.4
C -4.036 -0.989 -4.026 0.3 -0.1 0.2
C -6.468 -1.522 -2.363 0.2 -0.2 0.3
C -4.933 1.029 -1.998 0.1 -0.1 0.2
H -6.905 -3.331 1.770 0.1 0.1 0.1
H -5.802 -4.395 0.886 0.0 0.0 0.0
H -6.760 -3.205 0.011 0.0 0.0 0.0
H -4.628 -2.878 3.545 -0.1 0.0 -0.1
H -3.175 -1.994 3.058 -0.1 -0.2 0.0
H -3.398 -3.663 2.546 0.0 0.0 0.0
H -6.178 -0.601 2.620 0.0 -0.1 0.0
H -6.413 -0.209 0.912 0.0 0.0 0.0
H -4.950 0.313 1.736 0.0 0.0 0.0
H -1.004 -2.845 -3.010 0.0 0.0 0.0
H -2.455 -3.394 -3.850 0.0 0.0 0.0
H -1.241 -4.569 -3.326 0.0 -0.1 0.1
H -0.460 -4.099 -0.189 0.0 -0.1 0.0
H -1.108 -5.667 -0.667 -0.1 0.0 -0.2
H -1.764 -4.828 0.745 0.1 0.0 0.0
H -4.758 -4.766 -2.334 0.0 0.0 0.0
H -4.424 -5.460 -0.750 0.0 0.0 0.0
H -3.521 -6.020 -2.164 0.2 0.0 0.0
H -4.193 -1.992 -4.431 0.0 0.0 0.0
H -2.962 -0.786 -4.058 0.0 0.0 -0.1
H -4.526 -0.275 -4.694 -0.1 0.0 0.1
H -6.468 -2.607 -2.501 0.0 0.0 0.0
H -7.018 -1.079 -3.198 0.1 0.1 0.0
H -7.027 -1.312 -1.446 0.0 0.0 0.0
H -3.967 1.539 -2.012 0.0 0.1 0.0
H -5.383 1.246 -1.026 0.0 0.0 0.0
H -5.562 1.480 -2.772 0.0 -0.1 -0.1
```
Positions in Å, forces in eV/Å.